Entry 1:
Formula: H3NO
Source: the Open Molecules 2025 dataset
Level of theory: the ωB97M-V functional and the def2-TZVPD basis

Geometry as XYZ:
```
5
Properties=species:S:1:pos:R:3:forces:R:3:mulliken_charge:R:1
N -0.080966 0.771004 -0.098018 -0.585 -3.762 -4.488 -0.455
O 0.274833 -0.113949 0.946317 2.373 -4.637 -0.223 -0.372
H 0.233177 0.146140 -1.015442 0.575 2.792 1.993 0.242
H -0.960529 0.275226 -0.301503 -1.372 1.753 0.367 0.267
H 0.533485 -1.078422 0.468646 -0.990 3.854 2.350 0.319
```
Forces are in eV/Å.

The total energy comes out at -3582.9372 eV. Its net charge is 0. The calculation puts the LUMO energy at 0.4 eV.

Entry 2:
Formula: C4H7NO2S
Source: the Open Molecules 2025 dataset
Level of theory: the ωB97M-V functional and the def2-TZVPD basis

Geometry as XYZ:
```
15
Properties=species:S:1:pos:R:3:forces:R:3:mulliken_charge:R:1
C -0.839690 0.783805 0.504682 0.402 -2.315 2.999 -1.003
C 0.973125 0.250306 -1.557731 1.493 1.049 2.226 -1.125
C -1.434929 -0.629772 0.847691 1.381 1.152 1.020 0.213
C -1.474795 -1.651317 -0.245636 -0.203 -1.102 -1.186 -0.553
N -0.530210 -1.729981 0.611367 -0.976 0.015 -0.118 -0.050
O 1.336479 2.191965 0.334757 0.123 -0.450 -0.209 -0.606
O 1.706121 -0.154129 1.114593 -1.343 0.942 -1.481 -0.602
S 0.977543 0.795951 0.256122 -1.110 -0.227 -1.494 1.064
H -1.422775 1.329803 -0.177458 -0.153 0.654 -1.469 0.490
H -0.884116 1.316363 1.435397 -0.092 0.637 0.581 0.386
H 0.913967 -0.782873 -1.610693 -0.902 -2.019 0.120 0.427
H 1.993062 0.393127 -1.779299 1.433 0.660 -0.610 0.411
H -2.054815 -0.749804 1.761399 0.358 0.453 -0.799 0.340
H 0.367431 0.768933 -2.267180 -0.699 0.559 0.176 0.347
H 0.373601 -2.132378 0.771988 0.289 -0.007 0.245 0.260
```
Forces are in eV/Å.

The total energy comes out at -20677.1232 eV. Its net charge is 0. The calculation puts the LUMO energy at 0.8 eV.

Entry 3:
Formula: C32H57MnN4OP2
Source: the Open Molecules 2025 dataset
Level of theory: the ωB97M-V functional and the def2-TZVPD basis

Geometry as XYZ:
```
97
Properties=species:S:1:pos:R:3:forces:R:3:mulliken_charge:R:1
C 1.610884 2.143583 1.088444 0.107 0.473 0.014 0.151
C 0.715031 2.245381 -1.071263 -0.684 -0.151 -0.014 -0.184
C 2.144304 3.425447 0.959672 0.019 -0.574 0.183 -0.673
C 1.315451 3.487510 -1.298905 0.276 -0.138 0.402 -0.620
C 2.016412 4.089230 -0.256482 -0.258 -0.130 -0.373 -1.275
H 2.676455 3.839277 1.810965 0.042 0.079 -0.274 0.580
H 1.199438 3.949301 -2.273017 0.052 0.070 0.157 0.558
H 2.463869 5.067206 -0.399989 -0.056 -0.076 0.052 0.478
N 0.847307 1.606576 0.124060 0.549 0.410 -0.326 0.770
P 1.562887 -0.497278 1.969624 0.756 0.155 0.666 0.010
P -1.626218 0.731410 -1.365013 0.273 0.422 -0.207 0.513
C 1.889462 1.297148 2.313548 0.023 0.148 0.094 -2.487
H 2.931054 1.433715 2.654446 -0.393 0.022 -0.194 0.658
H 1.252107 1.635063 3.147396 0.165 -0.163 -0.295 0.851
C -0.906326 -2.019512 0.682626 1.433 -1.619 -1.181 1.163
O -0.448188 -3.080037 0.254253 -1.204 1.664 1.116 -0.632
C -0.107019 1.536389 -2.067097 0.982 -1.024 -1.028 -1.930
H -0.246565 2.056666 -3.019904 -0.024 0.139 0.497 1.536
C -2.382584 -0.310774 -2.777463 0.135 0.108 0.151 2.415
C -2.719337 2.221271 -0.960837 -0.075 -0.369 -0.310 1.954
C 3.216588 -1.148326 1.297698 -0.113 -0.194 0.236 2.223
C 1.128039 -1.125628 3.682372 0.480 -0.259 -0.531 2.535
C -2.014139 -1.787407 -2.546448 0.147 -0.066 0.066 -1.758
H -2.491014 -2.176633 -1.637436 0.073 0.064 -0.195 0.325
H -2.375989 -2.375196 -3.403364 0.042 0.131 0.204 0.561
H -0.934095 -1.947688 -2.454456 -0.267 0.022 -0.032 0.221
C -3.914100 -0.238427 -2.806723 -0.165 -0.058 -0.123 -1.951
H -4.353463 -0.570453 -1.857851 0.081 0.087 -0.243 0.371
H -4.294057 0.755346 -3.067775 0.069 -0.313 0.122 0.285
H -4.268305 -0.928922 -3.587807 0.131 0.138 0.199 0.507
C -1.816899 0.142501 -4.124946 -0.060 -0.062 -0.300 -1.397
H -2.353611 -0.394229 -4.923286 0.176 0.106 0.174 0.639
H -1.953974 1.216604 -4.310064 0.037 -0.237 0.055 0.136
H -0.751099 -0.108267 -4.211980 -0.429 0.126 0.006 -0.068
C -4.007746 1.706787 -0.290988 -0.206 0.160 0.009 -1.640
H -3.777602 0.949112 0.472066 -0.070 0.158 -0.126 0.164
H -4.505574 2.550148 0.207265 0.056 -0.190 -0.077 0.492
H -4.721965 1.281793 -1.001882 0.218 0.116 0.232 0.333
C -2.026949 3.147329 0.053982 0.132 0.020 -0.005 -1.561
H -1.685826 2.602304 0.942881 -0.023 0.067 -0.122 0.060
H -1.178131 3.685884 -0.382276 -0.187 -0.137 0.138 0.348
H -2.759634 3.899249 0.385793 0.185 -0.206 -0.120 0.694
C -3.001017 3.020036 -2.248374 -0.274 0.406 0.127 -1.288
H -2.115087 3.129501 -2.888853 -0.217 -0.038 0.236 0.093
H -3.814834 2.593241 -2.846486 0.286 0.120 0.156 0.272
H -3.307279 4.037057 -1.960630 -0.028 -0.202 -0.135 0.497
C 1.054366 -2.659991 3.651155 -0.083 -0.187 0.132 -1.722
H 0.636603 -3.005837 4.607837 0.086 0.010 -0.187 0.507
H 0.413099 -3.038185 2.843571 0.127 0.088 0.154 0.340
H 2.046782 -3.121608 3.540104 -0.326 0.192 0.020 0.330
C -0.222767 -0.519955 4.021073 0.868 0.322 0.728 -1.728
H -0.251559 0.564745 3.899437 -0.234 -0.061 0.021 0.057
H -1.199329 -0.984552 3.277889 0.614 0.286 0.578 0.249
H -0.481671 -0.788248 5.050978 -0.160 0.033 -0.147 0.881
C 2.144367 -0.686373 4.750149 0.013 0.005 0.342 -1.663
H 2.292142 0.401409 4.761903 -0.030 -0.268 0.054 0.271
H 1.737647 -0.977610 5.730313 0.145 0.117 -0.176 0.545
H 3.119860 -1.175903 4.645540 -0.367 0.165 -0.003 0.365
C 3.792596 -0.109654 0.324933 -0.204 0.180 -0.090 -1.605
H 4.125928 0.804429 0.833724 -0.028 -0.184 -0.091 0.223
H 4.664475 -0.545737 -0.186380 -0.235 0.077 0.169 0.690
H 3.056343 0.162413 -0.443327 0.260 -0.085 0.212 -0.098
C 2.931541 -2.447338 0.519853 -0.124 -0.056 -0.059 -1.529
H 2.318052 -2.251336 -0.371708 0.190 -0.097 0.308 0.051
H 3.889891 -2.878164 0.194113 -0.199 0.082 0.103 0.564
H 2.409146 -3.193902 1.132965 0.154 0.137 -0.127 0.239
C 4.245244 -1.414615 2.401622 0.255 -0.036 -0.066 -1.951
H 4.435199 -0.526124 3.019031 -0.041 -0.225 -0.098 0.336
H 3.968738 -2.262430 3.041436 0.058 0.273 -0.146 0.370
H 5.197390 -1.679301 1.915751 -0.227 0.062 0.117 0.506
Mn 0.037298 -0.361185 0.144265 -0.409 0.809 0.191 -0.221
N 0.926292 -0.803680 -1.510414 1.074 0.126 -2.134 0.138
C 1.018313 0.004214 -2.436335 -1.282 0.783 1.903 -0.230
C 1.921720 0.078321 -3.660349 -0.402 0.139 0.120 2.198
C 1.641767 1.261534 -4.578147 -0.014 0.109 -0.247 -1.733
C 3.342390 0.226971 -3.128759 0.425 -0.154 0.207 -1.929
C 1.748718 -1.251679 -4.397711 0.094 -0.464 -0.168 -1.585
H 0.631863 1.240225 -4.995771 0.112 0.061 0.040 0.217
H 1.801691 2.213988 -4.060955 -0.057 -0.112 -0.089 0.229
H 2.346369 1.218026 -5.420119 -0.166 0.045 0.200 0.575
H 3.594698 -0.616989 -2.474982 -0.044 0.211 -0.153 0.309
H 4.060496 0.244665 -3.956050 -0.126 0.016 0.059 0.523
H 3.450650 1.160382 -2.560547 0.027 -0.147 -0.093 0.258
H 1.935577 -1.130563 -5.468902 0.073 -0.034 0.123 0.439
H 2.458360 -1.983208 -3.995350 -0.223 0.016 -0.127 0.347
H 0.741320 -1.669087 -4.273589 0.248 0.113 -0.083 0.237
C -3.598131 -1.415914 4.584456 0.112 0.107 0.070 -0.749
N -3.130065 -2.059829 3.357614 -0.035 -0.018 0.162 0.282
C -3.873107 -3.206567 2.825498 -0.346 -0.018 -0.033 -0.776
C -2.114673 -1.598577 2.662184 -1.265 -0.200 -2.299 -0.055
N -2.024610 -1.749613 1.373970 -0.466 -1.313 1.524 -0.408
H -4.294039 -2.100585 5.071323 0.203 0.208 0.112 0.279
H -4.122398 -0.475266 4.359793 0.097 -0.297 0.032 0.299
H -2.760019 -1.191501 5.253418 -0.184 -0.107 -0.112 0.303
H -4.186872 -3.015888 1.794681 -0.022 -0.061 0.253 0.300
H -3.251722 -4.112427 2.847446 -0.117 0.302 -0.020 0.273
H -4.736627 -3.345186 3.475870 -0.005 -0.154 -0.270 0.322
```
Forces are in eV/Å.

The total energy comes out at -92006.4236 eV. Its net charge is +1. Its multiplicity is 6. The calculation puts the LUMO energy (alpha / beta) at -2.6 / -3.1 eV.